1.
ORCA calculation (the ωB97M-V functional and the def2-TZVPD basis) on a 9-piece molecular cluster, C36H99N9O9 overall at a distorted geometry.

Calculated values
**HOMO level**: -8.4398 eV
**Electronic energy**: -2600.77950 hartree
**Kohn-Sham gap**: 8.71 eV
**SMILES string**: COC[C@H](C)N.COC[C@H](C)N.COC[C@H](C)N.COC[C@H](C)N.COC[C@H](C)N.COC[C@H](C)N.COC[C@H](C)N.COC[C@H](C)N.COC[C@H](C)N
**Charge**: 0

Last columns: bonded neighbours and bond lengths (Å).
Positions of all 153 atoms, in Å:
1 C -6.79 -5.15 -4.03  O2 1.396, H7 1.100, H8 1.107, H9 1.087
2 O -6.07 -5.77 -3.01  C1 1.396, C3 1.400
3 C -5.59 -4.87 -2.05  O2 1.400, C4 1.516, H10 1.097, H11 1.103
4 C -4.92 -5.65 -0.94  C3 1.516, C5 1.516, N6 1.485, H12 1.092
5 C -4.24 -4.66 -0.01  C4 1.516, H13 1.092, H14 1.091, H15 1.086
6 N -3.88 -6.55 -1.49  C4 1.485, H16 1.027, H17 1.023
7 H -6.25 -4.33 -4.53  C1 1.100
8 H -7.70 -4.68 -3.63  C1 1.107
9 H -7.09 -5.89 -4.77  C1 1.087
10 H -4.87 -4.17 -2.48  C3 1.097
11 H -6.42 -4.28 -1.62  C3 1.103
12 H -5.65 -6.31 -0.47  C4 1.092
13 H -4.95 -3.89 0.30  C5 1.092
14 H -3.43 -4.15 -0.53  C5 1.091
15 H -3.82 -5.19 0.85  C5 1.086
16 H -3.20 -6.01 -2.03  N6 1.027
17 H -4.34 -7.07 -2.23  N6 1.023
18 C -5.74 -0.03 -4.40  O19 1.399, H24 1.084, H25 1.099, H26 1.101
19 O -5.12 -0.45 -3.22  C18 1.399, C20 1.400
20 C -3.86 0.15 -3.06  O19 1.400, C21 1.518, H27 1.101, H28 1.103
21 C -3.25 -0.40 -1.79  C20 1.518, C22 1.512, N23 1.496, H29 1.099
22 C -3.83 0.10 -0.49  C21 1.512, H30 1.094, H31 1.091, H32 1.096
23 N -1.75 -0.34 -1.75  C21 1.496, H33 1.034, H34 1.026
24 H -6.78 -0.33 -4.40  C18 1.084
25 H -5.20 -0.43 -5.27  C18 1.099
26 H -5.71 1.06 -4.49  C18 1.101
27 H -3.24 -0.11 -3.93  C20 1.101
28 H -3.96 1.25 -3.00  C20 1.103
29 H -3.43 -1.49 -1.85  C21 1.099
30 H -3.28 -0.32 0.35  C22 1.094
31 H -4.87 -0.15 -0.25  C22 1.091
32 H -3.75 1.19 -0.42  C22 1.096
33 H -1.37 -1.04 -2.41  N23 1.034
34 H -1.48 0.55 -2.16  N23 1.026
35 C 5.60 -0.03 -0.61  O36 1.403, H41 1.085, H42 1.096, H43 1.100
36 O 5.25 1.17 -1.26  C35 1.403, C37 1.411
37 C 5.29 1.03 -2.66  O36 1.411, C38 1.512, H44 1.093, H45 1.110
38 C 5.07 2.36 -3.35  C37 1.512, C39 1.518, N40 1.477, H46 1.098
39 C 3.84 3.08 -2.84  C38 1.518, H47 1.090, H48 1.092, H49 1.098
40 N 5.09 2.11 -4.80  C38 1.477, H50 1.015, H51 1.022
41 H 6.11 0.12 0.33  C35 1.085
42 H 6.19 -0.71 -1.24  C35 1.096
43 H 4.66 -0.57 -0.43  C35 1.100
44 H 6.22 0.57 -2.99  C37 1.093
45 H 4.44 0.39 -2.98  C37 1.110
46 H 5.95 2.98 -3.10  C38 1.098
47 H 3.70 4.00 -3.41  C39 1.090
48 H 3.93 3.29 -1.77  C39 1.092
49 H 2.94 2.45 -2.92  C39 1.098
50 H 5.22 2.98 -5.31  N40 1.015
51 H 4.15 1.80 -5.05  N40 1.022
52 C -3.07 -1.13 3.66  O53 1.397, H58 1.099, H59 1.099, H60 1.094
53 O -2.28 -2.13 3.09  C52 1.397, C54 1.431
54 C -1.79 -3.06 4.06  O53 1.431, C55 1.509, H61 1.098, H62 1.094
55 C -1.44 -4.36 3.39  C54 1.509, C56 1.519, N57 1.475, H63 1.101
56 C -1.66 -5.58 4.27  C55 1.519, H64 1.094, H65 1.086, H66 1.096
57 N -0.05 -4.34 2.89  C55 1.475, H67 1.013, H68 1.022
58 H -2.52 -0.54 4.40  C52 1.099
59 H -3.99 -1.55 4.10  C52 1.099
60 H -3.43 -0.41 2.92  C52 1.094
61 H -0.87 -2.63 4.47  C54 1.098
62 H -2.56 -3.26 4.82  C54 1.094
63 H -2.09 -4.50 2.51  C55 1.101
64 H -0.90 -5.63 5.06  C56 1.094
65 H -1.67 -6.51 3.71  C56 1.086
66 H -2.60 -5.45 4.82  C56 1.096
67 H 0.11 -5.15 2.30  N57 1.013
68 H 0.02 -3.52 2.29  N57 1.022
69 C 1.47 5.78 -0.51  O70 1.397, H75 1.094, H76 1.101, H77 1.097
70 O 0.35 5.17 0.07  C69 1.397, C71 1.400
71 C -0.85 5.85 -0.21  O70 1.400, C72 1.517, H78 1.101, H79 1.103
72 C -2.01 4.93 0.12  C71 1.517, C73 1.531, N74 1.478, H80 1.110
73 C -1.96 3.53 -0.50  C72 1.531, H81 1.079, H82 1.103, H83 1.091
74 N -3.29 5.61 -0.18  C72 1.478, H84 1.020, H85 1.022
75 H 2.41 5.64 0.04  C69 1.094
76 H 1.38 6.88 -0.53  C69 1.101
77 H 1.62 5.42 -1.53  C69 1.097
78 H -0.98 6.76 0.40  C71 1.101
79 H -0.89 6.16 -1.27  C71 1.103
80 H -1.87 4.82 1.21  C72 1.110
81 H -1.41 2.82 0.09  C73 1.079
82 H -1.52 3.67 -1.51  C73 1.103
83 H -2.97 3.24 -0.79  C73 1.091
84 H -4.03 5.07 0.27  N74 1.020
85 H -3.34 6.48 0.36  N74 1.022
86 C -2.05 3.76 6.30  O87 1.410, H92 1.089, H93 1.102, H94 1.102
87 O -0.77 3.19 6.25  C86 1.410, C88 1.417
88 C -0.69 2.06 5.39  O87 1.417, C89 1.507, H95 1.101, H96 1.103
89 C 0.75 1.61 5.38  C88 1.507, C90 1.521, N91 1.482, H97 1.091
90 C 1.65 2.63 4.72  C89 1.521, H98 1.093, H99 1.097, H100 1.097
91 N 0.82 0.29 4.70  C89 1.482, H101 1.025, H102 1.026
92 H -2.09 4.46 7.13  C86 1.089
93 H -2.85 3.01 6.44  C86 1.102
94 H -2.32 4.30 5.37  C86 1.102
95 H -1.29 1.21 5.74  C88 1.101
96 H -1.05 2.32 4.39  C88 1.103
97 H 1.06 1.49 6.42  C89 1.091
98 H 1.25 2.95 3.75  C90 1.093
99 H 2.68 2.28 4.54  C90 1.097
100 H 1.83 3.53 5.32  C90 1.097
101 H 1.82 0.11 4.58  N91 1.025
102 H 0.59 0.43 3.72  N91 1.026
103 C 1.87 2.01 0.50  O104 1.409, H109 1.106, H110 1.093, H111 1.091
104 O 1.43 1.18 1.55  C103 1.409, C105 1.418
105 C 0.30 0.38 1.26  O104 1.418, C106 1.513, H112 1.093, H113 1.097
106 C 0.66 -1.04 0.91  C105 1.513, C107 1.518, N108 1.486, H114 1.100
107 C 1.52 -1.21 -0.33  C106 1.518, H115 1.091, H116 1.096, H117 1.096
108 N -0.54 -1.91 0.79  C106 1.486, H118 1.027, H119 1.032
109 H 1.07 2.56 -0.02  C103 1.106
110 H 2.38 1.44 -0.28  C103 1.093
111 H 2.43 2.85 0.92  C103 1.091
112 H -0.29 0.36 2.18  C105 1.093
113 H -0.33 0.79 0.46  C105 1.097
114 H 1.20 -1.51 1.74  C106 1.100
115 H 1.01 -0.94 -1.26  C107 1.091
116 H 1.85 -2.25 -0.45  C107 1.096
117 H 2.47 -0.68 -0.20  C107 1.096
118 H -1.04 -1.66 -0.07  N108 1.027
119 H -1.19 -1.64 1.55  N108 1.032
120 C 8.51 1.30 1.53  O121 1.382, H126 1.099, H127 1.095, H128 1.098
121 O 7.65 2.29 1.97  C120 1.382, C122 1.406
122 C 7.58 3.40 1.11  O121 1.406, C123 1.504, H129 1.100, H130 1.111
123 C 6.66 4.43 1.70  C122 1.504, C124 1.523, N125 1.486, H131 1.101
124 C 5.23 3.94 1.88  C123 1.523, H132 1.090, H133 1.108, H134 1.089
125 N 6.77 5.72 0.96  C123 1.486, H135 1.025, H136 1.019
126 H 8.46 1.07 0.45  C120 1.099
127 H 8.23 0.36 2.00  C120 1.095
128 H 9.56 1.45 1.81  C120 1.098
129 H 8.55 3.85 0.89  C122 1.100
130 H 7.13 3.09 0.13  C122 1.111
131 H 7.04 4.66 2.71  C123 1.101
132 H 5.08 3.16 2.62  C124 1.090
133 H 4.95 3.39 0.96  C124 1.108
134 H 4.51 4.76 1.97  C124 1.089
135 H 6.79 5.53 -0.05  N125 1.025
136 H 5.88 6.19 1.07  N125 1.019
137 C 0.17 -1.51 -4.73  O138 1.431, H143 1.092, H144 1.092, H145 1.094
138 O -0.59 -2.17 -3.72  C137 1.431, C139 1.416
139 C -0.93 -3.47 -4.19  O138 1.416, C140 1.528, H146 1.104, H147 1.102
140 C -1.43 -4.40 -3.09  C139 1.528, C141 1.525, N142 1.469, H148 1.101
141 C -0.47 -4.53 -1.91  C140 1.525, H149 1.097, H150 1.089, H151 1.088
142 N -1.76 -5.74 -3.59  C140 1.469, H152 1.027, H153 1.029
143 H 1.13 -2.02 -4.83  C137 1.092
144 H 0.37 -0.48 -4.41  C137 1.092
145 H -0.39 -1.44 -5.67  C137 1.094
146 H -1.73 -3.34 -4.94  C139 1.104
147 H -0.11 -3.99 -4.71  C139 1.102
148 H -2.35 -3.97 -2.68  C140 1.101
149 H 0.49 -4.93 -2.28  C141 1.097
150 H -0.92 -5.17 -1.16  C141 1.089
151 H -0.23 -3.58 -1.45  C141 1.088
152 H -0.90 -6.24 -3.87  N142 1.027
153 H -2.16 -5.68 -4.54  N142 1.029



2.
ORCA calculation (the ωB97M-V functional and the def2-TZVPD basis) on a 13-piece molecular cluster, C37H100O13 overall at a distorted geometry.

Calculated values
**HOMO level**: -9.9697 eV
**Electronic energy**: -2447.56383 hartree
**Kohn-Sham gap**: 10.09 eV
**Charge**: 0

Last columns: bonded neighbours and bond lengths (Å).
Positions of all 150 atoms, in Å:
1 C 12.91 28.87 14.77  C2 1.575, H5 1.090, H6 1.090, H7 1.090
2 C 11.36 29.08 14.64  C1 1.575, C3 1.547, O4 1.404, H8 1.090
3 C 11.02 30.42 13.94  C2 1.547, H9 1.090, H10 1.090, H11 1.090
4 O 10.75 28.06 13.89  C2 1.404, H12 0.960
5 H 13.10 27.81 14.95  C1 1.090
6 H 13.25 29.38 15.67  C1 1.090
7 H 13.47 29.23 13.91  C1 1.090
8 H 10.73 29.02 15.53  C2 1.090
9 H 11.46 31.28 14.44  C3 1.090
10 H 9.98 30.62 13.69  C3 1.090
11 H 11.50 30.33 12.97  C3 1.090
12 H 9.88 27.86 14.25  O4 0.960
13 C 15.22 28.21 2.68  C14 1.529, H17 1.090, H18 1.090, H19 1.090
14 C 15.89 29.52 2.29  C13 1.529, C15 1.570, O16 1.368, H20 1.090
15 C 17.43 29.53 2.62  C14 1.570, H21 1.090, H22 1.090, H23 1.090
16 O 15.78 29.81 0.96  C14 1.368, H24 0.960
17 H 15.76 27.28 2.44  C13 1.090
18 H 14.27 28.13 2.16  C13 1.090
19 H 15.04 28.14 3.75  C13 1.090
20 H 15.42 30.38 2.77  C14 1.090
21 H 17.99 28.66 2.27  C15 1.090
22 H 17.60 29.62 3.69  C15 1.090
23 H 17.84 30.47 2.24  C15 1.090
24 H 16.25 30.65 0.94  O16 0.960
25 C 10.52 23.71 9.64  C26 1.581, H29 1.090, H30 1.090, H31 1.090
26 C 11.52 24.66 8.87  C25 1.581, C27 1.558, O28 1.489, H32 1.090
27 C 10.83 25.63 7.86  C26 1.558, H33 1.090, H34 1.090, H35 1.090
28 O 12.31 25.29 9.97  C26 1.489, H36 0.960
29 H 11.06 23.08 10.35  C25 1.090
30 H 9.96 23.07 8.96  C25 1.090
31 H 9.87 24.24 10.34  C25 1.090
32 H 12.15 24.01 8.27  C26 1.090
33 H 11.48 26.26 7.26  C27 1.090
34 H 10.08 26.17 8.45  C27 1.090
35 H 10.16 25.06 7.22  C27 1.090
36 H 11.68 25.64 10.60  O28 0.960
37 C 11.70 16.89 5.11  C38 1.489, H41 1.090, H42 1.090, H43 1.090
38 C 11.16 18.26 4.94  C37 1.489, C39 1.489, O40 1.435, H44 1.090
39 C 11.33 18.95 3.63  C38 1.489, H45 1.090, H46 1.090, H47 1.090
40 O 9.78 17.94 5.17  C38 1.435, H48 0.960
41 H 11.49 16.33 4.19  C37 1.090
42 H 11.19 16.28 5.86  C37 1.090
43 H 12.77 16.99 5.26  C37 1.090
44 H 11.42 18.81 5.84  C38 1.090
45 H 11.18 18.22 2.83  C39 1.090
46 H 12.30 19.45 3.62  C39 1.090
47 H 10.47 19.60 3.48  C39 1.090
48 H 9.30 18.05 4.34  O40 0.960
49 C 17.76 20.61 9.96  C50 1.481, H53 1.090, H54 1.090, H55 1.090
50 C 17.94 20.01 8.62  C49 1.481, C51 1.505, O52 1.407, H56 1.090
51 C 16.96 20.56 7.62  C50 1.505, H57 1.090, H58 1.090, H59 1.090
52 O 19.22 20.33 8.16  C50 1.407, H60 0.960
53 H 18.32 19.86 10.52  C49 1.090
54 H 16.74 20.70 10.34  C49 1.090
55 H 18.44 21.44 10.15  C49 1.090
56 H 17.57 18.98 8.52  C50 1.090
57 H 16.93 20.09 6.64  C51 1.090
58 H 17.14 21.61 7.37  C51 1.090
59 H 15.97 20.46 8.07  C51 1.090
60 H 19.84 20.14 8.87  O52 0.960
61 C 13.51 22.48 16.46  C62 1.525, H65 1.090, H66 1.090, H67 1.090
62 C 12.38 22.59 17.48  C61 1.525, C63 1.588, O64 1.516, H68 1.090
63 C 12.59 21.77 18.82  C62 1.588, H69 1.090, H70 1.090, H71 1.090
64 O 12.13 24.05 17.81  C62 1.516, H72 0.960
65 H 13.29 22.95 15.50  C61 1.090
66 H 13.64 21.44 16.17  C61 1.090
67 H 14.47 22.90 16.78  C61 1.090
68 H 11.47 22.18 17.04  C62 1.090
69 H 12.95 20.77 18.59  C63 1.090
70 H 11.69 21.69 19.43  C63 1.090
71 H 13.25 22.32 19.50  C63 1.090
72 H 11.59 24.36 17.07  O64 0.960
73 C 7.14 17.43 12.76  C74 1.575, H77 1.090, H78 1.090, H79 1.090
74 C 7.13 17.04 11.23  C73 1.575, C75 1.557, O76 1.460, H80 1.090
75 C 5.89 16.21 10.81  C74 1.557, H81 1.090, H82 1.090, H83 1.090
76 O 7.28 18.29 10.49  C74 1.460, H84 0.960
77 H 7.41 16.62 13.44  C73 1.090
78 H 6.19 17.87 13.06  C73 1.090
79 H 7.89 18.22 12.83  C73 1.090
80 H 8.04 16.48 11.01  C74 1.090
81 H 5.93 16.14 9.72  C75 1.090
82 H 4.95 16.70 11.06  C75 1.090
83 H 5.73 15.21 11.22  C75 1.090
84 H 7.59 18.09 9.60  O76 0.960
85 C 2.58 29.79 8.49  C86 1.527, H89 1.090, H90 1.090, H91 1.090
86 C 3.23 30.56 9.64  C85 1.527, C87 1.553, O88 1.419, H92 1.090
87 C 4.74 30.82 9.39  C86 1.553, H93 1.090, H94 1.090, H95 1.090
88 O 2.60 31.83 9.73  C86 1.419, H96 0.960
89 H 1.50 29.87 8.55  C85 1.090
90 H 2.81 28.72 8.43  C85 1.090
91 H 2.83 30.26 7.54  C85 1.090
92 H 3.16 29.97 10.55  C86 1.090
93 H 5.33 29.90 9.45  C87 1.090
94 H 5.07 31.53 10.16  C87 1.090
95 H 4.84 31.26 8.40  C87 1.090
96 H 3.01 32.54 10.23  O88 0.960
97 C 2.26 21.72 12.47  C98 1.587, H101 1.090, H102 1.090, H103 1.090
98 C 3.22 21.86 11.21  C97 1.587, C99 1.505, O100 1.417, H104 1.090
99 C 2.88 23.04 10.34  C98 1.505, H105 1.090, H106 1.090, H107 1.090
100 O 4.45 22.16 11.85  C98 1.417, H108 0.960
101 H 2.08 22.66 12.99  C97 1.090
102 H 2.65 20.92 13.09  C97 1.090
103 H 1.28 21.35 12.18  C97 1.090
104 H 3.23 20.89 10.73  C98 1.090
105 H 2.99 23.94 10.94  C99 1.090
106 H 1.85 23.02 9.99  C99 1.090
107 H 3.61 23.00 9.53  C99 1.090
108 H 5.12 21.80 11.26  O100 0.960
109 C 11.46 35.01 9.06  C110 1.483, H113 1.090, H114 1.090, H115 1.090
110 C 11.92 34.27 7.86  C109 1.483, C111 1.570, O112 1.368, H116 1.090
111 C 11.74 32.71 7.86  C110 1.570, H117 1.090, H118 1.090, H119 1.090
112 O 11.51 34.82 6.67  C110 1.368, H120 0.960
113 H 11.96 34.55 9.91  C109 1.090
114 H 10.39 35.05 9.21  C109 1.090
115 H 11.81 36.04 8.94  C109 1.090
116 H 13.00 34.40 7.76  C110 1.090
117 H 10.69 32.47 8.02  C111 1.090
118 H 12.27 32.40 8.76  C111 1.090
119 H 12.18 32.25 6.98  C111 1.090
120 H 10.57 34.99 6.77  O112 0.960
121 C 5.78 24.24 17.68  C122 1.560, H125 1.090, H126 1.090, H127 1.090
122 C 5.35 25.45 16.80  C121 1.560, C123 1.496, O124 1.453, H128 1.090
123 C 5.23 26.72 17.58  C122 1.496, H129 1.090, H130 1.090, H131 1.090
124 O 6.30 25.65 15.72  C122 1.453, H132 0.960
125 H 6.71 24.54 18.17  C121 1.090
126 H 6.05 23.30 17.19  C121 1.090
127 H 5.06 24.20 18.50  C121 1.090
128 H 4.40 25.29 16.28  C122 1.090
129 H 6.24 26.98 17.89  C123 1.090
130 H 4.51 26.61 18.39  C123 1.090
131 H 5.01 27.60 16.97  C123 1.090
132 H 6.05 25.02 15.04  O124 0.960
133 C 8.29 32.21 1.48  C134 1.488, H137 1.090, H138 1.090, H139 1.090
134 C 9.13 31.14 0.86  C133 1.488, C135 1.584, O136 1.439, H140 1.090
135 C 8.70 29.66 1.21  C134 1.584, H141 1.090, H142 1.090, H143 1.090
136 O 8.85 31.18 -0.56  C134 1.439, H144 0.960
137 H 7.40 31.76 1.91  C133 1.090
138 H 8.10 33.14 0.94  C133 1.090
139 H 8.78 32.54 2.40  C133 1.090
140 H 10.18 31.27 1.10  C134 1.090
141 H 7.63 29.84 1.30  C135 1.090
142 H 9.05 29.36 2.20  C135 1.090
143 H 8.94 28.87 0.50  C135 1.090
144 H 8.91 32.09 -0.87  O136 0.960
145 C 18.73 27.26 9.22  O146 1.462, H147 1.090, H148 1.090, H149 1.090
146 O 18.22 28.20 10.22  C145 1.462, H150 0.960
147 H 18.85 26.26 9.64  C145 1.090
148 H 18.00 27.24 8.40  C145 1.090
149 H 19.73 27.56 8.91  C145 1.090
150 H 17.28 28.05 10.31  O146 0.960